The following is a quantum chemistry calculation of a 6-piece molecular cluster, C19H42O9S5 overall, from OMol25.

- E_LUMO: -0.2920 eV
- Kohn-Sham gap: 8.396 eV

Each atom is followed by the atoms it is bonded to, with distances in Å.
Element x y z (Å)
1 S 5.69 -2.34 0.53  O11 1.487, C20 1.797, C25 1.798
2 S -1.83 5.47 7.34  O12 1.488, C15 1.797, C23 1.797
3 S -2.08 -0.73 -4.95  O9 1.486, C27 1.798, C30 1.799
4 S -0.89 4.34 3.30  O14 1.487, C19 1.793, C31 1.799
5 S -0.93 -5.36 -4.70  O7 1.486, C16 1.796, C24 1.799
6 O -1.62 -3.39 -1.87  C33 1.187
7 O -0.58 -4.54 -5.89  S5 1.486
8 O -2.01 -1.45 -0.75  C17 1.378, C33 1.396
9 O -1.43 0.58 -5.18  S3 1.486
10 O -1.64 0.28 0.63  C17 1.190
11 O 5.01 -3.17 -0.49  S1 1.487
12 O -1.40 6.61 6.49  S2 1.488
13 O 1.30 -0.05 -0.38  C18 1.335, C21 1.438
14 O 0.55 4.00 3.37  S4 1.487
15 C -2.65 6.17 8.77  S2 1.797, H41 1.090, H43 1.088, H61 1.090
16 C -2.72 -5.38 -4.58  S5 1.796, H50 1.088, H59 1.090, H67 1.090
17 C -1.20 -0.51 -0.14  O8 1.378, O10 1.190, C18 1.506
18 C 0.20 -0.76 -0.64  O13 1.335, C17 1.506, C29 1.336
19 C -1.02 6.13 3.32  S4 1.793, H39 1.091, H58 1.087, H68 1.090
20 C 5.50 -0.63 0.02  S1 1.797, H63 1.090, H66 1.089, H71 1.090
21 C 1.14 1.27 0.18  O13 1.438, C28 1.529, H51 1.089, H75 1.091
22 C 1.93 -3.61 -1.07  C26 1.553, H48 1.091, H49 1.092, H52 1.082
23 C -3.31 4.78 6.59  S2 1.797, H38 1.089, H40 1.090, H72 1.090
24 C -0.76 -7.09 -5.19  S5 1.799, H37 1.090, H64 1.088, H74 1.090
25 C 7.46 -2.44 0.19  S1 1.798, H35 1.090, H45 1.088, H70 1.090
26 C 1.34 -2.54 -2.03  C22 1.553, C29 1.489, H42 1.090, H55 1.088
27 C -3.24 -0.99 -6.30  S3 1.798, H34 1.088, H36 1.090, H54 1.090
28 C 1.28 1.31 1.70  C21 1.529, C32 1.542, H53 1.089, H56 1.088
29 C 0.19 -1.87 -1.37  C18 1.336, C26 1.489, C33 1.476
30 C -3.35 -0.46 -3.70  S3 1.799, H57 1.086, H60 1.090, H69 1.090
31 C -1.40 4.13 1.59  S4 1.799, H62 1.090, H65 1.090, H73 1.090
32 C 2.30 0.31 2.28  C28 1.542, H44 1.090, H46 1.089, H47 1.091
33 C -1.20 -2.38 -1.40  O6 1.187, O8 1.396, C29 1.476
34 H -2.65 -1.13 -7.21  C27 1.088
35 H 7.99 -1.75 0.84  C25 1.090
36 H -3.83 -1.89 -6.11  C27 1.090
37 H -1.13 -7.73 -4.39  C24 1.090
38 H -3.02 4.32 5.64  C23 1.089
39 H -0.37 6.54 2.54  C19 1.091
40 H -3.73 4.02 7.24  C23 1.090
41 H -3.42 6.87 8.44  C15 1.090
42 H 1.00 -3.04 -2.94  C26 1.090
43 H -1.91 6.69 9.36  C15 1.088
44 H 3.26 0.79 2.45  C32 1.090
45 H 7.78 -3.46 0.40  C25 1.088
46 H 2.41 -0.59 1.68  C32 1.089
47 H 1.95 -0.02 3.26  C32 1.091
48 H 1.30 -4.49 -1.05  C22 1.091
49 H 1.92 -3.19 -0.06  C22 1.092
50 H -3.04 -4.37 -4.32  C16 1.088
51 H 0.19 1.71 -0.13  C21 1.089
52 H 2.96 -3.85 -1.32  C22 1.082
53 H 0.31 1.15 2.17  C28 1.089
54 H -3.88 -0.12 -6.40  C27 1.090
55 H 2.11 -1.81 -2.25  C26 1.088
56 H 1.60 2.31 1.97  C28 1.088
57 H -2.86 -0.23 -2.76  C30 1.086
58 H -0.70 6.47 4.30  C19 1.087
59 H -3.02 -6.07 -3.79  C16 1.090
60 H -3.99 0.37 -4.00  C30 1.090
61 H -3.10 5.37 9.36  C15 1.090
62 H -1.35 3.06 1.36  C31 1.090
63 H 6.09 0.01 0.68  C20 1.090
64 H 0.30 -7.28 -5.35  C24 1.088
65 H -2.43 4.48 1.48  C31 1.090
66 H 4.45 -0.37 0.11  C20 1.089
67 H -3.15 -5.67 -5.54  C16 1.090
68 H -2.05 6.42 3.15  C19 1.090
69 H -3.94 -1.37 -3.58  C30 1.090
70 H 7.64 -2.21 -0.86  C25 1.090
71 H 5.82 -0.52 -1.01  C20 1.090
72 H -4.03 5.58 6.41  C23 1.090
73 H -0.73 4.68 0.94  C31 1.090
74 H -1.31 -7.26 -6.12  C24 1.090
75 H 1.93 1.88 -0.27  C21 1.091